No. 1
The following is a quantum chemistry calculation of a molecular structure, C13H16N2O4RuS2, from OMol25.

Last column: Löwdin charge in e.
Element x y z (Å)
Ru  -0.46  0.37  -0.05  1.42
C  0.86  -0.75  -2.52  -0.06
N  0.23  -1.35  -1.32  -0.38
C  -0.87  -2.24  -1.73  -0.09
C  1.24  -2.09  -0.54  -0.17
C  2.06  -1.12  0.25  -0.26
C  3.36  -1.38  0.65  -0.04
C  4.05  -0.45  1.42  -0.07
C  3.45  0.75  1.77  -0.07
C  2.15  1.02  1.38  -0.08
C  1.45  0.08  0.62  -0.27
H  1.25  -1.55  -3.16  0.10
H  1.66  -0.09  -2.23  0.09
H  0.11  -0.18  -3.07  0.08
H  -0.48  -3.05  -2.35  0.10
H  -1.60  -1.67  -2.30  0.07
H  -1.35  -2.65  -0.84  0.07
H  1.85  -2.70  -1.21  0.13
H  0.70  -2.77  0.13  0.12
H  3.83  -2.31  0.37  0.12
H  5.07  -0.66  1.73  0.11
H  3.99  1.47  2.36  0.11
H  1.67  1.95  1.67  0.10
C  -4.15  1.48  1.76  -0.09
O  -3.05  0.63  1.44  -0.30
C  -2.55  -0.15  2.39  -1.31
S  -3.08  -0.28  3.91  0.68
S  -1.14  -1.04  1.78  0.63
H  -4.38  2.00  0.84  0.09
H  -3.86  2.18  2.55  0.09
H  -5.00  0.89  2.11  0.08
O  -0.51  2.33  0.70  -0.19
C  0.05  2.95  -0.28  -0.51
O  0.56  2.34  -1.22  -0.05
H  0.04  4.05  -0.24  0.14
O  -2.81  1.97  -3.15  0.11
C  -2.37  1.34  -2.27  -0.47
N  -1.95  0.69  -1.35  -0.04

Summary:
* multiplicity: 5
* E_tot: -1806.64980 a.u.
* net charge: 0
* gap between HOMO and LUMO (spin up / spin down): 7.71 / 6.34 eV
* molar mass: 429.49 g mol⁻¹

No. 2
The following is a quantum chemistry calculation of a molecular structure, C2H8N3O2, from OMol25.

Last column: Löwdin charge in e.
Element x y z (Å)
C  1.34  -0.74  -1.26  -0.22
C  1.00  -1.94  -0.81  0.06
N  -0.76  0.39  -0.05  0.07
N  -0.91  -0.81  -0.31  -0.13
N  0.09  1.64  1.85  0.10
O  1.54  0.41  -1.18  0.18
O  -1.52  -1.12  -1.40  0.04
H  0.55  -2.71  -1.37  0.08
H  1.53  -2.27  0.02  0.09
H  -0.25  0.72  0.93  0.02
H  -0.88  1.17  -0.82  0.20
H  -0.82  1.44  2.36  0.13
H  0.09  2.53  1.44  0.07
H  0.85  1.52  2.50  0.09
H  -1.86  -0.24  -1.90  0.21

Summary:
* E_tot: -395.32663 a.u.
* net charge: +1
* gap between HOMO and LUMO: 9.28 eV
* molar mass: 106.10 g mol⁻¹

No. 3
The following is a quantum chemistry calculation of a molecular structure, C23H23N4O3PdS, from OMol25.

Last column: Löwdin charge in e.
Element x y z (Å)
Pd  -0.48  1.39  1.10  1.04
C  -0.14  -1.78  4.70  -0.01
C  -0.26  -1.25  3.28  -0.52
C  -0.18  -2.39  2.26  0.00
O  0.81  -0.31  3.03  -0.08
C  -1.62  -0.56  3.09  -0.57
O  -2.59  -1.07  3.60  0.10
O  -1.72  0.53  2.37  -0.18
H  0.80  -2.31  4.82  0.09
H  -0.96  -2.46  4.92  0.10
H  -0.18  -0.96  5.41  0.10
H  0.77  -2.92  2.36  0.09
H  -0.26  -2.00  1.24  0.07
H  -0.99  -3.09  2.43  0.10
H  1.63  -0.78  3.18  0.11
N  0.37  2.45  2.62  0.02
C  1.38  3.36  2.11  -0.21
C  2.15  4.16  2.90  0.01
C  3.09  5.03  2.32  -0.04
C  3.24  5.09  0.96  0.00
C  2.45  4.27  0.12  -0.14
C  2.53  4.29  -1.29  0.02
C  1.71  3.49  -2.02  -0.02
C  0.82  2.63  -1.36  -0.09
N  0.73  2.56  -0.05  -0.02
C  1.53  3.39  0.71  -0.15
H  -0.34  2.94  3.16  0.13
H  0.76  1.72  3.22  0.10
H  2.02  4.14  3.98  0.13
H  3.69  5.66  2.96  0.12
H  3.96  5.76  0.51  0.13
H  3.23  4.96  -1.77  0.13
H  1.72  3.50  -3.10  0.12
H  0.15  1.98  -1.92  0.11
S  -3.24  -2.76  -3.16  1.06
C  -2.42  -1.64  -2.10  -0.49
C  -3.20  -0.91  -1.20  -0.06
C  -2.61  -0.02  -0.34  -0.09
N  -1.28  0.20  -0.34  -0.09
C  -0.52  -0.50  -1.20  -0.14
C  -1.04  -1.41  -2.09  -0.04
C  -1.88  -3.53  -4.00  -0.55
C  -1.27  -4.65  -3.45  -0.08
C  -0.21  -5.22  -4.16  -0.13
N  0.23  -4.76  -5.32  0.08
C  -0.38  -3.70  -5.84  -0.13
C  -1.44  -3.05  -5.22  -0.08
H  -4.28  -1.05  -1.15  0.12
H  -3.18  0.53  0.40  0.12
H  0.54  -0.32  -1.15  0.12
H  -0.38  -1.95  -2.74  0.11
H  -1.60  -5.07  -2.51  0.11
H  0.30  -6.09  -3.76  0.11
H  -0.01  -3.35  -6.80  0.11
H  -1.91  -2.19  -5.68  0.11

Summary:
* E_tot: -1860.93013 a.u.
* net charge: +1
* gap between HOMO and LUMO: 8.12 eV
* molar mass: 541.95 g mol⁻¹

No. 4
The following is a quantum chemistry calculation of a single C4H7N3 molecule, from OMol25.

Last column: Löwdin charge in e.
Element x y z (Å)
C  -1.49  1.66  0.15  -0.11
N  -0.13  1.43  -0.30  -0.04
C  0.39  0.14  -0.22  -0.40
N  1.19  -0.33  -1.17  0.07
N  1.53  -1.56  -0.73  -0.05
C  0.95  -1.88  0.44  -0.12
C  0.20  -0.80  0.82  -0.04
H  -1.84  0.79  0.73  0.07
H  -1.55  2.54  0.81  0.07
H  -2.19  1.80  -0.68  0.08
H  0.08  1.85  -1.20  0.12
H  2.13  -2.13  -1.30  0.14
H  1.10  -2.84  0.91  0.11
H  -0.38  -0.67  1.73  0.09

Summary:
* E_tot: -320.86508 a.u.
* net charge: 0
* gap between HOMO and LUMO: 9.08 eV
* molar mass: 97.12 g mol⁻¹

Copy entry 4 word for word.
The following is a quantum chemistry calculation of a single C4H7N3 molecule, from OMol25.

Last column: Löwdin charge in e.
Element x y z (Å)
C  -1.49  1.66  0.15  -0.11
N  -0.13  1.43  -0.30  -0.04
C  0.39  0.14  -0.22  -0.40
N  1.19  -0.33  -1.17  0.07
N  1.53  -1.56  -0.73  -0.05
C  0.95  -1.88  0.44  -0.12
C  0.20  -0.80  0.82  -0.04
H  -1.84  0.79  0.73  0.07
H  -1.55  2.54  0.81  0.07
H  -2.19  1.80  -0.68  0.08
H  0.08  1.85  -1.20  0.12
H  2.13  -2.13  -1.30  0.14
H  1.10  -2.84  0.91  0.11
H  -0.38  -0.67  1.73  0.09

Summary:
* E_tot: -320.86508 a.u.
* net charge: 0
* gap between HOMO and LUMO: 9.08 eV
* molar mass: 97.12 g mol⁻¹

Which of these has the lowest E_tot? C23H23N4O3PdS

Which value of net charge does entry 3 give? +1

Look up the net charge of the fourth one. 0